The following is a quantum chemistry calculation of an isolated molecule of C6H11N, from the OMol25 dataset.

```
18
Properties=species:S:1:pos:R:3:forces:R:3
C -3.1513 -1.0562 1.1885 1.130 0.033 0.249
C -1.9274 -0.9838 0.3124 -0.051 0.809 -0.298
C -1.4886 0.2026 -0.1242 1.766 -0.591 1.569
C -0.2075 0.3104 -0.9069 -0.389 0.958 -0.482
C 1.0178 0.4746 -0.0185 -0.471 0.361 -1.067
C 2.1885 0.7304 -0.6381 -0.023 1.235 1.752
N 3.4616 0.5104 -0.0505 -0.568 -0.395 -0.541
H -4.0249 -1.2579 0.5803 -0.258 -0.153 0.113
H -3.2322 -0.0684 1.6478 -0.409 -0.064 0.000
H -3.0387 -1.7852 1.9928 -0.219 -0.128 -0.142
H -1.2784 -1.8136 0.0538 -0.773 -0.631 -0.372
H -1.6069 1.0108 0.6037 -1.030 0.577 -0.843
H -0.2826 1.1551 -1.6120 0.048 0.051 0.130
H -0.0905 -0.5412 -1.5818 -0.028 -0.221 0.321
H 0.8163 0.5411 1.0463 0.635 -1.200 0.149
H 2.1691 1.5352 -1.3750 0.090 -1.093 -1.105
H 4.1168 0.3977 -0.8161 0.275 0.291 0.200
H 3.4006 -0.4093 0.3711 0.275 0.162 0.367
```
Positions in Å, forces in eV/Å.

As for the structure (SMILES): C/C=C/C/C=C/N. Its charge is 0. As for the HOMO-LUMO gap: 9.0 eV. The value obtained for the LUMO energy is 1.2 eV.

=====

The following is a quantum chemistry calculation of a cluster of 2 separate species, C6H11N in total, from the OMol25 dataset.

```
18
Properties=species:S:1:pos:R:3:forces:R:3
C 0.2978 0.6481 -2.5144 1.187 -2.059 -0.802
C -1.2851 0.5378 0.0183 -1.142 0.167 -1.591
C -0.4990 -0.1957 0.9095 1.331 0.456 -0.207
C -0.1459 -1.5052 0.6914 -0.198 -0.326 0.191
C 1.1065 0.2861 2.7901 -0.665 -1.177 -1.420
C 0.0531 0.6256 2.0367 -0.163 0.263 -0.032
N 0.5657 -0.6028 -3.2065 -0.865 1.036 0.239
H -0.0996 1.3759 -3.2060 0.203 0.417 0.100
H 0.9908 0.9740 -1.7380 -0.271 0.070 -0.043
H -2.0035 0.1028 -0.6727 0.267 -0.414 0.326
H -1.5671 1.5680 0.2178 0.487 0.023 0.073
H -0.2050 -1.9582 -0.2938 -0.533 0.081 0.122
H 0.1159 -2.1973 1.4899 0.447 0.463 -0.077
H 1.3518 0.6389 3.7749 0.382 0.651 -0.192
H 1.6556 -0.5299 2.3051 0.069 -0.181 1.043
H -0.4034 1.6139 2.0627 -0.366 -0.258 0.868
H -0.5306 -0.0204 -2.1430 -1.196 0.679 1.323
H 0.6020 -1.3616 -2.5219 1.024 0.109 0.080
```
Positions in Å, forces in eV/Å.

Its charge is 0. As for the HOMO-LUMO gap: 4.6 eV. The value obtained for the LUMO energy is -2.1 eV.

=====

The following is a quantum chemistry calculation of an isolated molecule of C6H11N, from the OMol25 dataset.

```
18
Properties=species:S:1:pos:R:3:forces:R:3
N 2.2025 -0.1143 -0.5754 1.699 2.425 -0.789
C 1.2069 0.0388 0.4203 -2.875 -0.231 1.138
C 0.2344 1.3219 0.0268 0.110 -0.423 0.187
C -1.1321 0.6240 0.3180 0.027 0.788 -1.271
C -2.3723 -0.0480 -0.2832 0.025 1.207 -1.744
C -1.0098 -0.6645 -0.5000 1.369 0.214 -0.584
C 0.1329 -1.1964 0.3464 1.676 0.044 -1.023
H 2.7699 -0.9467 -0.4888 0.196 0.208 0.240
H 2.8015 0.7895 -0.5579 -0.931 -2.409 -0.243
H 1.5893 -0.0056 1.4973 -0.366 0.711 -1.156
H 0.3890 1.5576 -1.0485 -0.194 -0.490 0.569
H 0.4563 2.2828 0.5340 -0.201 -0.736 0.289
H -1.1364 0.3088 1.3541 -0.033 0.364 0.195
H -3.1324 -0.2960 0.4205 -0.073 -0.623 0.770
H -2.9113 0.2670 -1.2303 1.154 -0.222 1.013
H -0.6126 -0.4873 -1.5485 -0.827 0.062 1.259
H 0.7702 -2.0240 0.0128 -0.602 -0.373 -0.301
H -0.2459 -1.4077 1.3020 -0.153 -0.514 1.452
```
Positions in Å, forces in eV/Å.

As for the structure (SMILES): NC1C[C@H]2C[C@@H]2C1. Its charge is 0. As for the HOMO-LUMO gap: 9.5 eV. The value obtained for the LUMO energy is 1.2 eV.

=====

The following is a quantum chemistry calculation of the ion C6H11N2 with charge +1, from the OMol25 dataset.

```
19
Properties=species:S:1:pos:R:3:forces:R:3
N 1.9040 -1.3774 1.0279 0.242 -0.385 -1.180
C 1.8010 -0.5224 -0.2242 -0.835 0.412 0.080
C 0.4376 -0.7510 -0.8787 -0.406 -0.168 -0.319
C -0.6152 0.2307 -0.4620 -0.290 -0.328 0.368
C -0.9127 1.5091 -0.9914 0.086 0.088 -0.182
C -2.0045 2.0076 -0.3286 1.016 0.135 -0.288
N -2.3930 1.0669 0.5743 -0.039 0.410 0.422
C -1.5489 -0.0007 0.5252 -0.057 -0.041 0.057
H 1.9570 -2.3547 0.7287 0.058 -0.002 0.152
H 2.7714 -1.1490 1.5039 -0.120 -0.002 0.602
H 1.0633 -1.3003 1.5983 0.099 0.392 0.333
H 1.8483 0.5117 0.1157 0.277 -0.052 -0.082
H 2.6376 -0.7657 -0.8628 0.252 -0.132 0.010
H 0.5137 -0.7769 -1.9686 0.294 0.221 0.095
H 0.0615 -1.7523 -0.6442 0.164 -0.134 0.091
H -0.3979 2.0265 -1.7783 0.152 0.050 -0.134
H -2.3127 3.0391 -0.3925 -0.731 -0.291 0.160
H -3.1279 1.1829 1.2492 -0.048 -0.006 -0.009
H -1.6823 -0.8242 1.2082 -0.113 -0.169 -0.175
```
Positions in Å, forces in eV/Å.

As for the structure (SMILES): [NH3+]CCc1cc[nH]c1. Its charge is +1. As for the HOMO-LUMO gap: 8.1 eV. The value obtained for the LUMO energy is -3.6 eV.

=====

The following is a quantum chemistry calculation of a cluster of 2 separate species, C6H11N2 in total, from the OMol25 dataset.

```
19
Properties=species:S:1:pos:R:3:forces:R:3
C -0.7436 -1.1837 2.5876 -1.135 2.720 1.548
C -1.0649 -1.2392 1.0487 2.444 -1.801 2.970
C 0.1974 -1.5387 0.6647 0.064 -1.078 -2.251
C 1.5667 0.6944 -2.2416 -1.287 0.405 1.177
C 2.5033 1.0130 -1.4447 0.934 0.596 -1.668
N -0.7670 1.1984 -0.5670 0.352 -0.497 -0.660
C -0.4279 1.7232 -1.8811 -0.689 1.410 0.514
N 0.3934 0.7800 -2.6709 0.350 -0.266 0.005
H -1.5025 -0.7162 3.2315 -0.453 -0.393 -0.368
H -0.4549 -2.1164 3.0704 -0.348 -0.337 -0.619
H 0.0834 -0.5101 2.8427 0.203 -0.082 -0.574
H -1.9569 -1.7833 0.7646 0.134 -0.032 -0.391
H -0.1337 0.4432 -0.3491 0.002 0.098 0.474
H 0.5237 -2.4422 0.1356 -0.579 0.441 -0.957
H 1.0864 -0.9668 0.9256 -0.273 0.097 0.903
H 3.5713 1.1868 -1.4618 0.058 -0.582 0.684
H -1.6912 0.7918 -0.4884 -0.111 0.036 -0.357
H 0.1386 2.6489 -1.7474 0.432 -0.229 -0.107
H -1.3216 2.0167 -2.4193 -0.096 -0.506 -0.322
```
Positions in Å, forces in eV/Å.

Its charge is +1. As for the HOMO-LUMO gap: 3.6 eV. The value obtained for the LUMO energy is -8.8 eV.

=====

The following is a quantum chemistry calculation of the ion C6H11N2O with charge +1, from the OMol25 dataset.

```
20
Properties=species:S:1:pos:R:3:forces:R:3
C 0.7853 -0.7614 0.0283 -0.541 0.650 0.382
C -1.0452 0.4153 1.6067 -0.935 -0.945 -0.036
C -0.2627 -0.7861 1.2375 -1.723 1.039 -3.274
C 0.8306 1.5478 -1.1690 0.149 -0.334 2.204
C -0.8055 -0.3089 -1.7770 0.910 -2.001 -1.218
C 0.3349 0.2068 -1.0810 -1.812 -0.835 1.682
N -0.0964 -0.2280 2.5268 2.684 0.872 0.743
N -1.7387 -0.7911 1.1363 0.948 1.074 -0.467
O 2.0548 -0.3990 0.5009 -0.844 0.013 -0.253
H 0.7419 -1.7473 -0.3676 0.428 -0.941 -0.503
H -1.2570 1.4780 1.4117 0.549 -0.849 -0.281
H 1.5290 1.6032 -1.9645 0.822 0.275 -1.133
H 1.4296 1.6176 -0.2195 -0.530 1.047 -0.925
H -0.0276 2.2209 -1.3399 0.657 0.038 0.110
H -1.2467 0.1188 -2.6992 0.734 0.035 0.647
H -1.5900 -0.4667 -1.0443 -0.656 0.019 0.917
H -0.4744 -1.4028 -1.8514 -0.983 1.051 -0.827
H 0.8838 0.2128 2.3387 -1.705 -0.071 1.386
H -2.3610 -1.3620 1.7239 0.982 0.154 0.373
H 2.3154 -1.1679 1.0027 0.867 -0.290 0.475
```
Positions in Å, forces in eV/Å.

Its charge is +1. As for the HOMO-LUMO gap (alpha / beta): 6.7 / 6.7 eV. The value obtained for the LUMO energy (alpha / beta) is -6.0 / -6.0 eV.

=====

The following is a quantum chemistry calculation of the ion C6H11N2O with charge +1, from the OMol25 dataset.

```
20
Properties=species:S:1:pos:R:3:forces:R:3
C -1.7526 1.6093 1.1030 2.173 -0.812 -0.813
O -1.5308 1.1513 -0.2454 0.873 -1.050 -1.153
N -0.4964 0.1108 -0.3346 -1.014 -0.343 -3.631
C -0.8890 -0.6526 -1.9447 0.604 3.762 1.193
C 0.8380 0.6219 -0.4499 0.056 0.989 0.192
C 1.8500 -0.0646 -0.0249 1.618 -2.793 1.023
C 1.5572 -1.5202 0.4389 2.400 -0.369 1.368
C 0.2062 -1.5222 1.0759 1.225 -0.486 -1.603
N -0.7030 -0.7709 0.6513 -2.161 -1.107 1.560
H -1.6015 0.7391 1.7227 0.295 0.256 0.752
H -2.7661 1.8110 1.1493 -1.924 0.884 -0.028
H -1.0758 2.4485 1.2109 -0.201 0.139 0.813
H -1.6734 0.0508 -2.2392 -0.622 -1.065 0.420
H -0.0805 -0.3358 -2.5718 0.966 0.124 0.072
H -0.9124 -1.7036 -1.9395 -0.772 -1.143 0.806
H 0.9619 1.5349 -0.9350 -0.353 1.608 -0.494
H 2.9131 0.2719 0.0394 -1.252 -0.089 -0.525
H 1.5623 -2.2650 -0.4384 0.138 1.070 1.200
H 2.3948 -1.8723 1.2298 -1.986 0.643 -1.952
H -0.0961 -2.2831 1.7581 -0.066 -0.218 0.801
```
Positions in Å, forces in eV/Å.

As for the structure (SMILES): CO[N@@+]1(C)C=CCC=N1. Its charge is +1. As for the HOMO-LUMO gap: 10.7 eV. The value obtained for the LUMO energy is -4.1 eV.

=====

The following is a quantum chemistry calculation of the ion C6H11N2O with charge +1, from the OMol25 dataset.

```
20
Properties=species:S:1:pos:R:3:forces:R:3
C 2.0223 -1.2064 -0.0637 -2.510 -0.877 2.255
C 0.0531 0.8360 0.3036 2.788 -1.340 -1.069
C 0.7081 -1.8627 0.4648 1.964 -1.279 -1.705
C -0.4298 -1.3794 -0.3944 -0.364 -0.274 2.157
C 0.2266 2.2823 0.2861 -2.388 1.473 0.768
C -2.1711 0.4450 -0.3092 -4.789 0.578 2.048
N 2.0473 0.0648 -0.0552 -1.497 0.848 -0.107
N -0.8706 -0.0098 0.0227 2.427 1.313 -0.419
O 2.7750 0.9689 -0.3332 0.061 0.124 0.178
H 2.8182 -1.9181 -0.0920 1.188 0.575 -0.637
H 0.9631 -2.9969 0.4744 -1.175 1.871 -0.387
H 0.4549 -1.6044 1.4498 0.220 0.388 1.660
H -0.1472 -1.4372 -1.3875 0.290 0.559 -2.227
H -1.2909 -1.9537 -0.2658 -1.400 -1.213 0.246
H 1.2123 2.6158 0.5428 1.069 -0.380 -0.445
H -0.3437 2.8391 1.1115 0.153 -1.012 -1.086
H -0.1193 2.7309 -0.7016 0.507 -0.645 1.082
H -3.0493 -0.0608 0.3344 2.283 0.876 -0.734
H -2.5017 0.0737 -1.2621 0.426 0.373 -0.903
H -2.3571 1.5729 -0.1254 0.747 -1.959 -0.674
```
Positions in Å, forces in eV/Å.

Its charge is +1. As for the HOMO-LUMO gap (alpha / beta): 8.8 / 8.8 eV. The value obtained for the LUMO energy (alpha / beta) is -5.0 / -4.9 eV.